[1]
C20H26AlO10 | the ωB97M-V functional and the def2-TZVPD basis

XYZ file:
```
57
C20H26AlO10, DFT the ωB97M-V functional and the def2-TZVPD basis
C -2.439 2.672 3.994
C -2.990 3.150 2.510
C -2.267 4.567 2.016
O -2.104 5.643 2.805
O -1.714 4.645 0.624
C -0.613 3.654 0.650
C 0.642 4.011 -0.350
Al 2.190 2.729 0.228
C 3.995 3.679 0.448
C 2.307 1.121 -1.098
C 2.537 -0.215 -0.126
H -1.301 2.374 3.998
H -3.078 1.742 4.338
H -2.613 3.528 4.780
H -4.149 3.309 2.559
H -2.791 2.253 1.771
H -0.953 2.550 0.459
H -0.176 3.697 1.761
H 0.980 5.153 -0.268
H 0.347 3.866 -1.493
H 1.804 2.110 1.660
H 3.913 4.838 0.637
H 4.552 3.184 1.376
H 4.646 3.414 -0.505
H 3.283 1.324 -1.730
H 1.341 1.016 -1.750
H 2.427 0.111 1.014
H 3.675 -0.512 -0.269
H 1.784 -1.053 -0.446
C -6.378 -0.926 0.004
C -5.347 -0.154 0.354
C -4.273 -0.658 1.253
O -3.328 0.069 1.541
C -4.394 -2.030 1.770
C -5.427 -2.801 1.423
C -6.487 -2.306 0.502
O -7.414 -3.044 0.187
O -5.549 -4.090 1.908
O -5.240 1.145 -0.108
H -7.165 -0.573 -0.650
H -3.616 -2.378 2.437
H -6.376 -4.441 1.511
H -4.409 1.494 0.283
C 5.462 -5.069 -3.388
C 5.800 -3.784 -3.263
C 4.802 -2.758 -2.852
O 5.147 -1.588 -2.727
C 3.419 -3.198 -2.614
C 3.080 -4.482 -2.743
C 4.084 -5.512 -3.127
O 3.746 -6.688 -3.219
O 1.781 -4.903 -2.523
O 7.093 -3.359 -3.510
H 6.177 -5.826 -3.684
H 2.700 -2.439 -2.333
H 1.791 -5.872 -2.678
H 7.084 -2.390 -3.349
```

Its HOMO energy is -0.1690 Ha. The value obtained for the electronic energy is -1772.38761 Eh. The total charge is -1. The value obtained for the HOMO-LUMO gap is 4.376 eV. The calculation puts the molar mass at 453.40 g mol⁻¹.

[2]
C20H26AsMoN5O3 | the ωB97M-V functional and the def2-TZVPD basis

XYZ file:
```
56
C20H26AsMoN5O3, DFT the ωB97M-V functional and the def2-TZVPD basis
Mo 0.730 -1.017 -0.235
N -7.040 5.300 2.937
C -6.199 4.606 2.573
C -5.147 3.737 2.118
C -5.423 2.751 1.173
C -4.409 1.914 0.742
C -3.118 2.059 1.240
C -2.849 3.048 2.182
C -3.858 3.885 2.625
C -2.023 1.158 0.773
C -1.113 1.701 -0.117
C -1.183 3.001 -0.708
C -0.125 3.088 -1.577
C 0.556 1.849 -1.495
N -0.014 1.036 -0.619
C -2.047 -0.151 1.272
C -2.966 -0.678 2.209
C -2.625 -1.997 2.422
C -1.502 -2.231 1.608
N -1.146 -1.149 0.921
H -6.429 2.650 0.787
H -4.610 1.142 0.011
H -1.841 3.153 2.564
H -3.658 4.654 3.359
H -1.942 3.740 -0.510
H 0.135 3.918 -2.214
H 1.416 1.500 -2.045
H -3.769 -0.124 2.668
H -3.094 -2.708 3.081
H -0.928 -3.143 1.542
C 5.142 -2.107 1.231
As 4.176 -1.475 -0.306
C 5.119 -1.962 -1.911
C 4.118 0.445 -0.248
O 2.724 -2.277 -0.360
H 6.142 -1.684 1.314
H 5.196 -3.192 1.164
H 4.540 -1.824 2.094
H 6.117 -1.529 -1.970
H 4.508 -1.607 -2.742
H 5.182 -3.048 -1.947
H 5.132 0.843 -0.257
H 3.570 0.736 0.644
H 3.571 0.783 -1.126
N 0.699 -3.750 -2.153
N 0.066 -3.223 -0.978
H 0.606 -4.761 -2.161
H 1.674 -3.496 -2.034
H 0.236 -3.818 -0.172
H -0.933 -3.188 -1.148
C 1.421 -1.230 -3.502
O 1.052 -0.870 -2.214
H 0.537 -1.334 -4.141
H 1.969 -2.177 -3.557
H 2.059 -0.447 -3.941
O 1.596 -0.500 1.130
```

Its HOMO energy is -0.2302 Ha. The calculation puts the energy relative to the best compared isomer or geometry (same formula, charge and spin) at 39.75 kcal per mole. The value obtained for the electronic energy is -3581.13869 Eh. The value obtained for the HOMO-LUMO gap is 5.698 eV. The calculation puts the molar mass at 555.32 g mol⁻¹.

> Which formula does entry 1 have?

C20H26AlO10

> Which formula does entry 2 have?

C20H26AsMoN5O3

> What is the formula in the first record?

C20H26AlO10

Repeat the first record exactly.
C20H26AlO10 | the ωB97M-V functional and the def2-TZVPD basis

XYZ file:
```
57
C20H26AlO10, DFT the ωB97M-V functional and the def2-TZVPD basis
C -2.439 2.672 3.994
C -2.990 3.150 2.510
C -2.267 4.567 2.016
O -2.104 5.643 2.805
O -1.714 4.645 0.624
C -0.613 3.654 0.650
C 0.642 4.011 -0.350
Al 2.190 2.729 0.228
C 3.995 3.679 0.448
C 2.307 1.121 -1.098
C 2.537 -0.215 -0.126
H -1.301 2.374 3.998
H -3.078 1.742 4.338
H -2.613 3.528 4.780
H -4.149 3.309 2.559
H -2.791 2.253 1.771
H -0.953 2.550 0.459
H -0.176 3.697 1.761
H 0.980 5.153 -0.268
H 0.347 3.866 -1.493
H 1.804 2.110 1.660
H 3.913 4.838 0.637
H 4.552 3.184 1.376
H 4.646 3.414 -0.505
H 3.283 1.324 -1.730
H 1.341 1.016 -1.750
H 2.427 0.111 1.014
H 3.675 -0.512 -0.269
H 1.784 -1.053 -0.446
C -6.378 -0.926 0.004
C -5.347 -0.154 0.354
C -4.273 -0.658 1.253
O -3.328 0.069 1.541
C -4.394 -2.030 1.770
C -5.427 -2.801 1.423
C -6.487 -2.306 0.502
O -7.414 -3.044 0.187
O -5.549 -4.090 1.908
O -5.240 1.145 -0.108
H -7.165 -0.573 -0.650
H -3.616 -2.378 2.437
H -6.376 -4.441 1.511
H -4.409 1.494 0.283
C 5.462 -5.069 -3.388
C 5.800 -3.784 -3.263
C 4.802 -2.758 -2.852
O 5.147 -1.588 -2.727
C 3.419 -3.198 -2.614
C 3.080 -4.482 -2.743
C 4.084 -5.512 -3.127
O 3.746 -6.688 -3.219
O 1.781 -4.903 -2.523
O 7.093 -3.359 -3.510
H 6.177 -5.826 -3.684
H 2.700 -2.439 -2.333
H 1.791 -5.872 -2.678
H 7.084 -2.390 -3.349
```

Its HOMO energy is -0.1690 Ha. The value obtained for the electronic energy is -1772.38761 Eh. The total charge is -1. The value obtained for the HOMO-LUMO gap is 4.376 eV. The calculation puts the molar mass at 453.40 g mol⁻¹.